No. 1
Here is C28H36P2SiTi as an isolated structure in a non-equilibrium geometry from OMol25. Energies are from the ωB97M-V functional and the def2-TZVPD basis.

Last column: Mulliken charge in e.
Geometry (Å):
C -0.2553 -1.9140 -1.5897  -1.010
C -0.7859 -0.8676 -2.3939  -0.328
C 0.2530 -0.3349 -3.2078  -0.678
H -1.8328 -0.6149 -2.4872  0.831
C 1.4407 -1.1066 -2.9630  -0.712
C 1.1251 -2.1025 -1.9474  -0.500
H 1.7410 -2.9191 -1.6020  0.573
H -0.8479 -2.5432 -0.9394  0.740
H 0.1321 0.4487 -3.9427  0.593
H 2.3788 -1.0356 -3.5153  0.747
Ti 1.0878 -0.0887 -1.0776  -1.093
C 0.0317 2.6609 0.5145  -1.378
H 0.6542 2.9619 -0.3403  0.319
H 0.6583 2.0884 1.2047  0.355
H -0.3351 3.6068 0.9525  0.453
Si -1.7453 1.5898 -0.1470  1.438
C -2.9574 1.0790 1.2178  0.649
C -3.9277 0.0528 1.0719  -0.070
H -4.1479 -0.3633 0.0742  0.340
C -4.5905 -0.4711 2.1879  -0.707
H -5.3259 -1.2577 2.0664  0.423
C -4.3206 0.0346 3.4684  -0.563
H -4.8529 -0.3738 4.3429  0.388
C -3.4036 1.0764 3.5873  -0.550
H -3.2575 1.5359 4.5536  0.419
C -2.6843 1.5519 2.4930  -0.722
H -1.8934 2.3013 2.6005  0.387
C -2.5451 2.2195 -1.7072  0.037
C -3.9454 2.1638 -1.8387  -0.451
H -4.5610 1.8978 -0.9695  0.336
C -4.5625 2.4232 -3.0804  -0.623
H -5.6612 2.4061 -3.1550  0.376
C -3.7754 2.6992 -4.2047  -0.408
H -4.2458 2.8297 -5.1845  0.365
C -2.3654 2.7927 -4.0828  -0.817
H -1.7673 3.0640 -4.9479  0.424
C -1.7725 2.5225 -2.8419  -0.239
H -0.6828 2.5370 -2.7743  0.523
H -0.1048 1.1770 -0.9657  -0.218
H -2.0467 0.1957 -0.5874  -0.441
C 3.8841 1.3084 0.4668  -1.182
P 3.3487 -0.1367 -0.4412  1.817
C 4.4652 -0.4629 -1.7932  -1.755
C 3.4286 -1.5556 0.7128  -0.042
C 4.6062 -2.2887 0.8067  -0.727
C 4.7045 -3.3312 1.7292  -0.749
C 3.6052 -3.6574 2.5304  -0.778
C 2.3901 -2.9715 2.3960  -0.840
C 2.2992 -1.9134 1.4912  0.673
P 0.7320 -0.9601 1.2701  1.861
C -0.6007 -2.0988 1.7883  -1.409
C 0.7707 0.2254 2.6663  -1.329
H 3.5153 2.2179 -0.0246  0.389
H 4.9756 1.2748 0.4424  0.451
H 3.5047 1.2727 1.4949  0.365
H 4.4596 -1.5262 -2.0539  0.430
H 5.4575 -0.1377 -1.4629  0.516
H 4.1636 0.1135 -2.6764  0.396
H 5.4454 -2.0472 0.1627  0.413
H 5.6435 -3.8895 1.8185  0.403
H 3.6838 -4.4601 3.2703  0.406
H 1.5253 -3.2647 2.9964  0.312
H -0.4224 -2.4944 2.7992  0.534
H -1.5653 -1.5712 1.7943  0.055
H -0.6684 -2.9519 1.1012  0.495
H 0.9571 -0.3189 3.5999  0.517
H 1.5807 0.9511 2.5250  0.351
H -0.1923 0.7504 2.7475  0.219

Values from the calculation:
E_HOMO (spin up / spin down)	-10.20 / -10.32	eV
relative energy (zero: lowest compared OMol25 entry of this formula, charge and spin)	0.00	kJ/mol
2S+1	2
total energy	-2909.900458	hartree
net charge	+1

No. 2
Here is C23H23Cl52IN2OPSSi as an isolated structure in a non-equilibrium geometry from OMol25. Energies are from the ωB97M-V functional and the def2-TZVPD basis.

Last column: Mulliken charge in e.
Geometry (Å):
C 6.8946 -0.9327 1.7591  -0.881
C 5.5447 -0.3296 0.9899  0.075
C 4.7504 -1.6238 0.3705  -0.465
C 3.7175 -1.2286 -0.8841  -0.249
N 2.3315 -1.1988 -0.2757  0.342
C 1.2322 -1.3263 -1.3070  -0.838
P 0.6317 0.2049 -2.2776  -0.025
O 1.4283 0.0553 -3.8584  -0.304
I 1.4282 2.3246 -1.3149  -0.036
N 1.3655 -2.3682 -2.4187  0.237
C 0.2156 -2.9672 -2.8745  -0.250
S -1.1794 -2.2558 -1.8320  0.217
C -0.0158 -1.9190 -0.3680  0.027
Si -0.9288 -0.7184 0.8283  0.667
C 0.2151 0.3173 1.9801  -0.268
C -2.2494 0.4136 -0.0834  -0.789
C -2.0031 -1.8495 2.0223  -0.944
H 6.6699 -2.0872 1.9455  0.275
H 7.8556 -0.8926 1.0795  0.289
H 7.0523 -0.4591 2.8294  0.151
H 5.8036 0.4996 0.2054  0.344
H 4.9093 0.1886 1.8491  -0.053
H 5.5319 -2.4442 0.0076  0.376
H 4.1249 -2.1216 1.2473  -0.070
H 3.8860 -2.0545 -1.6959  0.091
H 3.9761 -0.1389 -1.2516  0.293
H 2.2617 -0.2330 0.1659  -0.041
H 2.1000 0.7936 -3.9619  0.306
H 2.2184 -2.6857 -2.9528  0.249
H 0.1843 -3.7648 -3.7519  0.390
H 0.4360 -2.8670 0.1936  0.349
H 0.8723 -0.4262 2.6352  -0.225
H -0.3799 1.0045 2.7523  0.255
H 0.9685 1.0275 1.4349  0.090
H -2.0730 0.4603 -1.2426  0.271
H -2.3264 1.4799 0.4250  0.250
H -3.3253 -0.0774 0.0646  0.264
H -2.0113 -2.9545 1.6365  0.174
H -3.1031 -1.4371 2.1357  0.310
H -1.4334 -1.8518 3.0715  0.281
C -5.0253 -2.8258 -3.1328  0.236
Cl -3.5122 -2.5976 -4.0454  -0.113
Cl -4.7491 -2.4333 -1.4170  -0.070
Cl -6.2845 -1.7518 -3.7925  -0.081
Cl -5.5555 -4.5209 -3.2763  -0.004
C -0.4845 4.6483 3.3080  0.125
Cl -0.1494 6.3792 3.0509  -0.070
Cl -2.2090 4.4288 3.6987  -0.008
Cl -0.0912 3.7407 1.8261  0.075
Cl 0.5115 4.0443 4.6563  -0.055
C 3.4155 -0.6317 -7.2820  0.148
Cl 5.1364 -0.3127 -6.9488  -0.091
Cl 3.2727 -1.6873 -8.7102  0.066
Cl 2.6769 -1.4351 -5.8736  -0.042
Cl 2.5758 0.9083 -7.5953  -0.095
C 4.0155 -2.3772 4.7180  0.195
Cl 5.6912 -1.7801 4.8167  -0.100
Cl 3.1950 -1.6175 3.3308  0.052
Cl 4.0269 -4.1461 4.5053  -0.091
Cl 3.1488 -1.9651 6.2192  -0.082
C 1.3155 -3.0771 -12.1820  0.320
Cl 1.6506 -1.3463 -12.4391  -0.097
Cl -0.4090 -3.2966 -11.7913  -0.094
Cl 1.7088 -3.9847 -13.6639  -0.090
Cl 2.3115 -3.6811 -10.8337  -0.076
C -1.3845 -5.6618 3.9949  0.241
Cl -1.5326 -6.5662 2.4670  -0.071
Cl -1.2652 -6.8075 5.3542  -0.091
Cl 0.0784 -4.6460 3.9443  -0.026
Cl -2.8186 -4.6274 4.2142  -0.075
C -3.1845 8.8882 1.2521  0.176
Cl -4.9630 8.9714 1.1833  -0.021
Cl -2.6905 7.3499 2.0032  0.062
Cl -2.5213 8.9829 -0.3989  -0.105
Cl -2.5633 10.2486 2.2207  -0.094
C -5.5845 7.4482 4.9721  0.226
Cl -3.8636 7.7672 5.3053  -0.040
Cl -5.7273 6.3926 3.5438  -0.070
Cl -6.3231 6.6449 6.3805  -0.081
Cl -6.4242 8.9882 4.6587  -0.057
C -3.0241 2.8086 7.6824  0.181
Cl -1.5111 3.0368 6.7698  0.008
Cl -2.7479 3.2012 9.3982  -0.092
Cl -4.2834 3.8827 7.0227  -0.015
Cl -3.5544 1.1136 7.5389  -0.096
C -9.9241 7.6792 3.5530  0.272
Cl -8.4111 7.9074 2.6404  -0.020
Cl -9.6479 8.0717 5.2688  -0.077
Cl -11.1834 8.7532 2.8933  -0.089
Cl -10.4544 5.9841 3.4095  -0.098
C 5.1166 -6.2967 -8.5562  0.299
Cl 4.7428 -7.9878 -8.9743  -0.088
Cl 4.9390 -6.0663 -6.7984  -0.105
Cl 6.7905 -5.9219 -9.0381  -0.087
Cl 3.9942 -5.2108 -9.4140  -0.015
C -3.5833 -7.8441 -2.7141  0.305
Cl -2.5498 -6.4438 -3.0952  -0.033
Cl -3.1261 -9.2194 -3.7504  -0.084
Cl -3.3685 -8.2925 -1.0032  -0.073
Cl -5.2891 -7.4206 -3.0075  -0.104
C 4.8166 4.5309 4.5309  0.193
Cl 6.2095 5.2777 3.7083  -0.096
Cl 3.3048 5.1632 3.8316  -0.022
Cl 4.8772 2.7634 4.3150  -0.041
Cl 4.8751 4.9193 6.2689  -0.088

Values from the calculation:
E_HOMO	-11.34	eV
2S+1	1
total energy	-26331.062148	hartree
net charge	+1

No. 3
Here is a 2-piece molecular cluster, C5H11FO2 overall in a non-equilibrium geometry from OMol25. Energies are from the ωB97M-V functional and the def2-TZVPD basis.

Last column: Mulliken charge in e.
Geometry (Å):
C -1.6212 0.3461 -1.5303  -1.354
C 0.6596 0.9547 -0.7260  -1.497
C -0.7060 0.2903 -0.2881  0.481
C -0.1085 -1.0938 0.0896  0.363
C 1.9530 -0.6346 2.2459  0.029
O 1.5907 -1.6739 3.0442  -0.479
O 2.7278 0.2251 2.8165  -0.444
F -0.8640 -1.8661 1.0755  -0.347
H -2.6165 0.4819 -1.2177  0.376
H -1.6539 -0.5905 -2.0453  0.344
H -1.3799 1.1681 -2.1953  0.341
H 1.2723 0.3417 -1.4574  0.309
H 1.3983 1.0137 0.0292  0.384
H 0.5024 1.9340 -1.0149  0.468
H -1.1207 0.9500 0.4717  0.348
H 0.1241 -1.6858 -0.8087  0.326
H 0.7777 -0.8894 0.7060  -0.311
H 1.2634 -2.4280 2.5509  0.310
H 3.1659 -0.1406 3.6268  0.352

Values from the calculation:
E_HOMO (spin up / spin down)	-6.18 / -11.44	eV
relative energy (zero: lowest compared OMol25 entry of this formula, charge and spin)	0.00	kJ/mol
2S+1	3
total energy	-447.243064	hartree
net charge	0

No. 4
Here is C3H6N4O2 as an isolated structure in a non-equilibrium geometry from OMol25. Energies are from the ωB97M-V functional and the def2-TZVPD basis.

Last column: Mulliken charge in e.
Geometry (Å):
C 0.9472 0.9481 0.3110  0.026
C 0.2427 -1.0603 -0.2293  -0.053
C 2.1239 0.1196 0.1807  -0.426
N 1.5121 -1.1367 -0.2581  0.000
N -0.1216 0.2883 -0.0229  0.964
N -1.3366 0.6402 -0.0391  -1.329
N -2.9222 0.0114 0.1453  1.303
O -2.8423 -1.1072 0.3653  -0.412
O -3.6169 0.8826 -0.1230  -0.414
H 0.7701 1.9122 0.7147  0.518
H -0.5723 -1.8600 -0.5777  0.430
H 2.6972 0.4058 -0.7546  0.349
H 2.7915 0.0565 1.0420  0.365
H 2.0972 -1.9555 -0.5602  0.296
H -1.7700 1.8550 -0.1942  0.380

Values from the calculation:
E_HOMO (spin up / spin down)	-19.03 / -19.03	eV
relative energy (zero: lowest compared OMol25 entry of this formula, charge and spin)	469.33	kJ/mol
2S+1	1
total energy	-486.435062	hartree
net charge	+2

net charge of number 3 (C5H11FO2)?
0